Entry 1:
C40H31N4O5S2SnTe as an isolated structure, computed with wB97M-V/def2-TZVPD.

Results
ΔE to the lowest compared entry with this formula, charge and spin: 0.0 kJ/mol
HOMO-LUMO gap: 6.632 eV
Spin multiplicity: 1
Calculated total energy: -3416.7541 hartree
Net charge: +1

CARTESIAN COORDINATES (ANGSTROEM)
Sn: -0.839 0.120 0.770
C: -2.486 3.029 3.914
C: -1.935 1.918 3.265
N: -1.537 1.969 2.010
C: -1.637 3.124 1.327
C: -2.192 4.278 1.885
C: -2.627 4.202 3.221
C: -2.295 5.471 1.095
C: -1.849 5.493 -0.177
C: -1.247 4.331 -0.769
C: -0.755 4.326 -2.084
C: -0.174 3.191 -2.584
C: -0.083 2.064 -1.765
N: -0.538 2.040 -0.524
C: -1.128 3.152 -0.023
H: -2.804 2.940 4.942
H: -1.839 0.964 3.766
H: -3.063 5.076 3.688
H: -2.737 6.351 1.543
H: -1.927 6.390 -0.777
H: -0.837 5.222 -2.686
H: 0.220 3.151 -3.589
H: 0.409 1.167 -2.112
S: -1.727 -1.475 2.368
C: -3.094 -2.022 1.390
C: -3.636 -3.263 1.737
C: -4.707 -3.794 1.046
C: -5.245 -3.102 -0.032
C: -4.707 -1.885 -0.400
C: -3.642 -1.321 0.309
S: -3.075 0.265 -0.244
H: -3.209 -3.799 2.575
H: -5.118 -4.748 1.344
H: -6.077 -3.512 -0.587
H: -5.111 -1.342 -1.243
N: 0.119 -5.439 0.625
C: 0.323 -5.192 -0.693
O: 0.772 -6.008 -1.469
C: -0.026 -3.808 -1.167
C: -0.260 -3.615 -2.519
C: -0.611 -2.354 -2.972
C: -0.696 -1.323 -2.061
N: -0.395 -1.494 -0.766
C: -0.084 -2.718 -0.319
H: 0.292 -6.377 0.947
H: -0.439 -4.834 1.202
H: -0.177 -4.461 -3.189
H: -0.834 -2.172 -4.013
H: -1.040 -0.343 -2.353
H: 0.144 -2.782 0.732
C: 3.273 -1.967 -1.222
Te: 2.976 0.144 -1.212
C: 3.125 -0.011 -3.344
C: 3.744 -1.363 -3.611
C: 4.232 -1.684 -4.876
C: 4.786 -2.929 -5.120
C: 4.858 -3.868 -4.098
C: 4.377 -3.555 -2.839
C: 3.818 -2.304 -2.586
H: 2.322 -2.462 -1.031
H: 3.956 -2.235 -0.419
H: 3.728 0.802 -3.743
H: 2.130 0.049 -3.792
H: 4.182 -0.949 -5.670
H: 5.169 -3.166 -6.104
H: 5.296 -4.840 -4.282
H: 4.435 -4.284 -2.040
O: 1.575 -1.341 1.483
C: 1.737 -0.217 1.939
O: 0.829 0.722 1.767
C: 2.962 0.196 2.657
C: 3.131 1.503 3.097
C: 4.299 1.900 3.747
C: 5.265 0.939 3.923
O: 6.473 1.071 4.523
C: 7.124 -0.200 4.409
O: 6.203 -1.103 3.797
C: 5.098 -0.368 3.483
C: 3.961 -0.776 2.848
H: 2.342 2.221 2.925
H: 4.444 2.913 4.094
H: 7.384 -0.561 5.404
H: 8.010 -0.096 3.779
H: 3.820 -1.792 2.507

Entry 2:
One molecule with the formula C5H5NO2 at a distorted geometry, computed with wB97M-V/def2-TZVPD.

Results
ΔE to the lowest compared entry with this formula, charge and spin: 133.5 kJ/mol
HOMO-LUMO gap: 8.907 eV
Spin multiplicity: 1
SMILES: C=Cc1nc(O)co1
Calculated total energy: -398.7276 hartree

CARTESIAN COORDINATES (ANGSTROEM)
C: 3.022 0.097 0.084
C: 1.958 -0.713 -0.057
C: 0.587 -0.274 -0.040
N: -0.509 -0.994 -0.004
C: -1.503 -0.072 0.003
O: -2.832 -0.335 0.016
C: -0.980 1.175 0.000
O: 0.389 1.042 -0.021
H: 4.082 -0.235 -0.026
H: 2.848 1.181 0.104
H: 2.075 -1.798 -0.038
H: -3.002 -1.277 0.157
H: -1.410 2.150 -0.073

Entry 3:
C7H9ClN2O5 as an isolated structure at a distorted geometry, computed with wB97M-V/def2-TZVPD.

Results
HOMO-LUMO gap (spin up / spin down): 5.647 / 5.788 eV
Spin multiplicity: 3
Calculated total energy: -1217.8148 hartree

CARTESIAN COORDINATES (ANGSTROEM)
C: -0.876 -0.896 -1.214
C: -3.035 0.112 -0.253
C: 1.267 -0.720 0.050
C: -0.933 0.943 0.802
C: -0.180 -0.770 0.178
C: 3.151 -2.258 -0.302
C: 0.631 2.783 0.515
N: -2.207 -0.701 -1.104
N: -2.335 0.753 0.709
O: -0.315 -1.160 -2.244
O: -4.216 0.322 -0.377
O: 1.968 0.216 -0.173
O: 1.755 -1.988 0.093
O: -0.515 2.031 0.118
Cl: -0.706 -1.893 1.382
H: -0.634 0.941 1.839
H: 3.500 -1.337 -0.631
H: 2.979 -2.961 -1.048
H: 3.868 -2.846 0.446
H: 1.545 2.514 -0.200
H: 0.630 2.669 1.611
H: 0.281 3.874 0.277
H: -2.754 -1.077 -1.888
H: -2.869 1.451 1.415

Entry 4:
C8H16AsClCoF6N2O3 as an isolated structure, computed with wB97M-V/def2-TZVPD.

Results
ΔE to the lowest compared entry with this formula, charge and spin: 0.0 kJ/mol
HOMO-LUMO gap (spin up / spin down): 9.364 / 4.793 eV
Spin multiplicity: 6
Calculated total energy: -5327.0331 hartree
Net charge: +2

CARTESIAN COORDINATES (ANGSTROEM)
Co: 0.062 -0.442 -0.347
C: 3.771 -0.324 2.419
N: 2.479 0.211 2.867
C: 2.409 0.542 4.291
C: 1.473 0.319 2.043
O: 1.568 0.018 0.820
C: 0.117 0.814 2.542
O: -0.761 0.795 1.417
C: -1.528 1.909 1.077
C: -1.225 2.196 -0.379
O: -0.428 1.543 -1.009
N: -1.911 3.248 -1.071
C: -1.622 3.503 -2.455
C: -2.923 4.030 -0.398
H: 4.540 0.431 2.574
H: 3.720 -0.590 1.370
H: 4.007 -1.205 3.013
H: 3.192 1.261 4.528
H: 2.571 -0.363 4.876
H: 1.448 0.966 4.564
H: 0.189 1.817 2.967
H: -0.286 0.131 3.292
H: -1.299 2.791 1.686
H: -2.594 1.677 1.192
H: -0.799 2.895 -2.809
H: -1.428 4.577 -2.567
H: -2.540 3.295 -3.027
H: -3.661 3.365 0.059
H: -3.399 4.700 -1.107
H: -2.448 4.611 0.403
F: -0.478 -1.905 0.880
As: -2.295 -2.211 0.469
F: -2.338 -3.565 1.451
F: -1.699 -3.014 -0.900
F: -3.879 -2.150 -0.087
F: -1.903 -0.609 -0.548
F: -2.601 -1.111 1.744
Cl: 0.927 -1.257 -2.014

Entry 5:
C23H17CdCl5N2O3 as an isolated structure at a distorted geometry, computed with wB97M-V/def2-TZVPD.

Results
ΔE to the lowest compared entry with this formula, charge and spin: 1379.9 kJ/mol
HOMO-LUMO gap: 4.863 eV
Spin multiplicity: 1
Calculated total energy: -3690.1001 hartree
Net charge: -2

CARTESIAN COORDINATES (ANGSTROEM)
Cd: -0.021 0.156 0.199
O: 0.546 0.333 2.473
C: 1.437 1.043 3.013
C: 2.331 0.475 3.992
C: 3.282 1.223 4.626
C: 3.437 2.602 4.366
C: 2.606 3.179 3.437
C: 1.630 2.443 2.746
C: 0.774 3.138 1.827
N: -0.073 2.604 1.035
C: -0.933 3.496 0.285
C: -1.153 2.941 -1.115
N: -1.641 1.590 -0.999
C: -2.622 1.222 -1.722
C: -3.263 -0.067 -1.681
C: -4.225 -0.352 -2.662
C: -4.904 -1.547 -2.703
C: -4.612 -2.505 -1.712
C: -3.697 -2.261 -0.726
C: -2.973 -1.019 -0.637
O: -2.176 -0.807 0.319
H: 2.223 -0.586 4.176
H: 3.940 0.742 5.345
H: 4.191 3.184 4.882
H: 2.695 4.241 3.216
H: 0.861 4.240 1.849
H: -0.519 4.516 0.227
H: -1.902 3.556 0.795
H: -0.186 2.928 -1.629
H: -1.838 3.585 -1.688
H: -3.051 1.938 -2.444
H: -4.423 0.408 -3.414
H: -5.634 -1.750 -3.477
H: -5.123 -3.464 -1.734
H: -3.468 -3.002 0.030
Cl: 1.539 -2.897 0.916
C: 1.550 -2.254 -0.994
C: 1.127 -0.965 -1.314
C: 1.265 -0.620 -2.652
Cl: 0.819 0.996 -3.185
C: 1.749 -1.494 -3.630
Cl: 1.953 -0.989 -5.286
C: 2.064 -2.799 -3.274
Cl: 2.622 -3.934 -4.469
C: 1.918 -3.175 -1.945
Cl: 2.281 -4.843 -1.494
C: 2.931 -2.699 1.235
O: 0.303 -2.134 1.319
H: 1.384 -4.028 0.299
H: 1.194 -3.996 2.117
H: 3.783 -2.589 1.857

Entry 6:
C14H25O3V as an isolated structure at a distorted geometry, computed with wB97M-V/def2-TZVPD.

Results
HOMO-LUMO gap: 2.607 eV
Spin multiplicity: 1
Calculated total energy: -1717.6915 hartree

CARTESIAN COORDINATES (ANGSTROEM)
C: 0.986 1.647 4.292
C: 1.127 1.015 3.251
C: 1.141 0.093 1.954
C: 1.505 1.032 0.736
C: 0.238 1.539 -0.051
C: -0.941 2.110 0.844
C: -2.302 1.850 0.004
C: -2.661 0.285 0.011
C: -3.429 -0.075 1.392
O: -4.194 -1.272 1.218
C: -3.360 -2.447 1.145
C: 2.362 0.137 -0.285
C: 1.777 -1.339 -0.440
C: 2.456 0.766 -1.742
C: 3.604 0.149 -2.666
H: 1.041 2.254 5.232
H: 1.889 -0.719 2.168
H: 0.078 -0.318 1.864
H: -0.098 0.742 -0.803
H: 0.595 2.413 -0.701
H: -0.880 3.229 0.979
H: -1.092 1.585 1.830
H: -3.154 2.431 0.488
H: -2.143 2.244 -1.047
H: -1.716 -0.363 0.037
H: -3.236 -0.048 -0.902
H: -4.083 0.810 1.652
H: -2.590 -0.198 2.164
H: -3.241 -2.714 0.039
H: -3.949 -3.300 1.614
H: -2.341 -2.320 1.637
H: 3.421 0.058 0.148
H: 1.929 -2.000 0.468
H: 0.696 -1.348 -0.811
H: 2.380 -1.843 -1.284
H: 1.462 0.537 -2.262
H: 2.520 1.905 -1.721
H: 3.131 -0.223 -3.636
H: 4.098 -0.728 -2.156
H: 4.333 0.980 -2.940
O: 2.134 -2.455 -5.022
V: 0.880 -2.854 -3.910
O: -0.373 -3.247 -2.787

The highest calculated total energy belongs to which entry? C5H5NO2